Entry 1:
{"formula": "C6H28NO6", "method": "ωB97M-V/def2-TZVPD", "relative_energy_ev": 3.601, "lumo_energy_ev": -2.5, "total_charge": 1, "mol_weight_g_mol": 210.3, "gap_ev": 10.867, "e_homo_ev": -13.405, "elements": ["C", "C", "C", "C", "C", "C", "N", "H", "H", "H", "H", "H", "H", "H", "H", "H", "H", "H", "H", "H", "H", "H", "H", "H", "H", "O", "H", "H", "O", "H", "H", "O", "H", "H", "O", "H", "H", "O", "H", "H", "O"], "coordinates": [[0.1805, -0.8646, -3.1596], [-0.2238, -0.2303, -1.7974], [0.3868, 1.1255, -1.6062], [-0.2697, 2.2294, -0.9089], [-0.2336, 2.3616, 0.7183], [-0.4492, 3.8098, 1.0923], [0.0090, -1.2384, -0.5464], [-0.2769, -1.8269, -3.4079], [1.2633, -1.1141, -3.2713], [0.1339, -0.1981, -4.0319], [-1.3318, 0.0779, -1.8381], [0.8369, 1.4912, -2.4844], [1.4729, 0.9336, -1.0626], [0.0865, 3.1661, -1.3105], [-1.2960, 2.1895, -1.1832], [0.6812, 1.8462, 1.0837], [-1.0609, 1.6633, 0.9413], [-0.2068, 4.5451, 0.2601], [-1.3764, 4.0090, 1.5898], [0.1883, 4.0286, 1.9089], [0.5658, -2.0482, -0.8079], [-0.7985, -1.7160, -0.2587], [0.5489, -0.6389, 0.1562], [-0.4784, -4.1655, 0.9853], [-1.0475, -4.2766, -0.3537], [-0.2985, -3.8404, 0.0310], [-3.4507, -2.5725, 1.1661], [-3.2720, -1.0024, 1.0682], [-3.0422, -1.9104, 0.6191], [2.3644, -0.3493, 1.4590], [3.5947, 0.2230, 0.6599], [2.6033, 0.0467, 0.6368], [2.1964, -3.9559, -0.1020], [3.3762, -3.1618, 0.5745], [2.5201, -3.2334, 0.1967], [-4.8377, 0.5566, 0.7199], [-4.1884, 1.9026, 1.3921], [-4.0137, 0.9109, 1.2235], [1.8619, 1.9314, 2.3903], [2.7654, 3.0827, 2.4697], [2.8905, 2.2090, 2.1780]]}


Entry 2:
{"formula": "C5H8N2", "method": "ωB97M-V/def2-TZVPD", "relative_energy_ev": 1.096, "lumo_energy_ev": 1.0, "total_charge": 0, "mol_weight_g_mol": 96.1, "gap_ev": 7.840, "e_homo_ev": -6.797, "elements": ["C", "C", "C", "C", "N", "C", "N", "H", "H", "H", "H", "H", "H", "H", "H"], "coordinates": [[2.4281, -0.5177, 0.3222], [1.1641, -0.0918, 0.2179], [0.0359, -0.7602, -0.5582], [-1.1616, 0.1157, -0.2647], [-2.4132, -0.1540, -0.8456], [-0.7621, 1.1520, 0.4780], [0.6120, 1.0493, 0.7830], [3.1759, 0.0366, 0.8813], [2.7382, -1.4391, -0.1574], [0.2533, -0.7619, -1.6342], [-0.1074, -1.8053, -0.2555], [-3.1399, 0.4546, -0.4864], [-2.6976, -1.1171, -0.6996], [-1.3358, 1.9941, 0.8459], [1.1536, 1.7733, 1.2200]]}


Entry 3:
{"formula": "C4H5NO", "method": "ωB97M-V/def2-TZVPD", "relative_energy_ev": 3.555, "lumo_energy_ev": [-2.1, -2.3], "total_charge": 0, "mol_weight_g_mol": 83.1, "gap_ev": [7.203, 6.606], "e_homo_ev": [-9.326, -8.946], "elements": ["N", "C", "C", "C", "C", "O", "H", "H", "H", "H", "H"], "coordinates": [[2.4064, 0.2776, -0.2131], [1.2045, -0.1705, 0.0587], [0.2025, 0.9086, -0.0670], [-1.1378, 0.5682, -0.1775], [-1.6012, -0.6553, 0.2543], [0.7947, -1.3348, 0.3357], [3.0301, -0.5408, -0.2411], [0.5613, 1.9290, -0.1867], [-1.8205, 1.2499, -0.6835], [-2.5653, -1.0255, -0.1014], [-1.0747, -1.2065, 1.0217]]}


Entry 4:
{"formula": "C13H19ClGaOSi", "method": "ωB97M-V/def2-TZVPD", "relative_energy_ev": 4.496, "lumo_energy_ev": [1.4, 1.2], "total_charge": -1, "mol_weight_g_mol": 324.6, "gap_ev": [3.640, 3.453], "e_homo_ev": [-2.222, -2.222], "elements": ["C", "C", "C", "H", "C", "C", "H", "H", "H", "H", "Ga", "Cl", "C", "C", "C", "H", "C", "C", "H", "H", "H", "H", "C", "Si", "C", "C", "O", "H", "H", "H", "H", "H", "H", "H", "H", "H"], "coordinates": [[0.8904, -2.0109, 0.8741], [0.9540, -2.0473, -0.5482], [-0.3883, -2.0371, -1.0496], [1.8456, -2.0831, -1.1340], [-1.2815, -1.9567, 0.0641], [-0.4952, -1.9644, 1.2449], [-0.8656, -1.8658, 2.2502], [1.7148, -1.9612, 1.5448], [-0.6709, -2.0237, -2.0794], [-2.3440, -1.9010, 0.0170], [-0.0081, 0.0065, -0.0457], [0.7981, 1.3994, 1.6861], [0.1084, 2.9241, -4.7202], [-1.1192, 2.2852, -5.0627], [-0.8092, 1.0531, -5.7095], [-2.1028, 2.6650, -4.8693], [0.6100, 0.9305, -5.7669], [1.1772, 2.0870, -5.1557], [2.2236, 2.2914, -5.0440], [0.2101, 3.8685, -4.2233], [-1.5189, 0.3439, -6.0878], [1.1551, 0.1130, -6.1960], [-1.5426, 0.8771, 4.3576], [-0.0051, -0.0078, 3.8045], [1.5006, 0.8569, 4.5397], [0.0418, -1.7097, 4.5651], [-0.0786, -0.1090, 2.0667], [-1.5565, 0.8897, 5.4659], [-2.4328, 0.3417, 3.9854], [-1.5446, 1.9127, 3.9786], [1.4198, 0.8018, 5.6424], [2.4235, 0.3408, 4.2202], [1.5461, 1.9194, 4.2471], [-0.8684, -2.2920, 4.3501], [0.9374, -2.2553, 4.2232], [0.0988, -1.5801, 5.6650]]}


Entry 5:
{"formula": "C29H22BiClN3O7P", "method": "ωB97M-V/def2-TZVPD", "lumo_energy_ev": -2.4, "total_charge": 0, "mol_weight_g_mol": 799.9, "gap_ev": 5.952, "e_homo_ev": -8.304, "elements": ["C", "C", "C", "H", "C", "C", "H", "H", "H", "H", "Bi", "Cl", "P", "C", "C", "H", "C", "H", "C", "H", "C", "H", "C", "H", "C", "C", "H", "C", "H", "C", "H", "C", "H", "C", "H", "C", "C", "H", "C", "H", "C", "H", "C", "H", "C", "H", "O", "N", "O", "C", "C", "C", "C", "O", "C", "C", "N", "O", "O", "N", "O", "O", "H", "H"], "coordinates": [[-1.9070, 2.7884, 0.5812], [-0.6151, 2.8472, -0.0508], [-0.7541, 2.3413, -1.3754], [0.2764, 3.3016, 0.3814], [-2.1182, 1.9885, -1.5783], [-2.8434, 2.2968, -0.3943], [-3.9281, 2.3553, -0.3006], [-2.1630, 3.2175, 1.5489], [0.0305, 2.3115, -2.1316], [-2.5543, 1.6344, -2.5115], [-1.2388, 0.0997, 0.7138], [-1.0645, -1.4285, -1.2870], [2.1537, -0.6278, -0.6756], [2.9102, -0.4419, -2.3441], [4.2072, 0.0488, -2.5693], [4.8284, 0.3660, -1.7308], [4.7095, 0.1266, -3.8720], [5.7231, 0.4998, -4.0344], [3.9182, -0.2716, -4.9535], [4.3129, -0.2090, -5.9685], [2.6182, -0.7488, -4.7372], [2.0012, -1.0668, -5.5799], [2.1083, -0.8193, -3.4414], [1.0900, -1.1679, -3.2564], [3.3966, 0.2466, 0.3595], [3.2504, 1.6472, 0.4668], [2.4306, 2.1423, -0.0586], [4.1511, 2.3854, 1.2317], [4.0383, 3.4690, 1.3050], [5.1981, 1.7366, 1.9010], [5.9020, 2.3165, 2.4989], [5.3403, 0.3495, 1.8065], [6.1545, -0.1612, 2.3249], [4.4357, -0.3988, 1.0459], [4.5456, -1.4822, 0.9837], [2.5424, -2.3876, -0.3029], [3.4027, -3.1812, -1.0767], [3.8802, -2.7686, -1.9665], [3.6567, -4.5048, -0.7028], [4.3381, -5.1100, -1.3041], [3.0414, -5.0457, 0.4292], [3.2386, -6.0790, 0.7168], [2.1678, -4.2634, 1.1960], [1.6867, -4.6812, 2.0824], [1.9115, -2.9443, 0.8304], [1.2194, -2.3328, 1.4139], [-8.0494, 2.1186, 4.1592], [-8.0567, 1.5258, 3.0637], [-9.1054, 1.3054, 2.4222], [-6.8106, 1.0656, 2.4871], [-5.5941, 1.2928, 3.1617], [-4.4038, 0.8156, 2.6033], [-4.4219, 0.0999, 1.3438], [-3.3769, -0.3722, 0.7337], [-5.6791, -0.0536, 0.6898], [-6.8654, 0.4064, 1.2494], [-5.7252, -0.6399, -0.6556], [-6.8771, -0.7778, -1.1366], [-4.7086, -0.9627, -1.2835], [-3.2061, 1.1410, 3.3447], [-3.3354, 1.7944, 4.3915], [-2.0325, 0.7586, 2.9751], [-5.5719, 1.8313, 4.1092], [-7.8100, 0.2565, 0.7272]]}


Entry 6:
{"formula": "C3H4", "method": "ωB97M-V/def2-TZVPD", "relative_energy_ev": 1.852, "lumo_energy_ev": 1.4, "total_charge": 0, "mol_weight_g_mol": 40.1, "gap_ev": 10.299, "e_homo_ev": -8.946, "elements": ["C", "C", "C", "H", "H", "H", "H"], "coordinates": [[-0.3693, -0.7887, -0.0606], [-0.8610, 0.4298, -0.0559], [0.7753, 0.1070, -0.0975], [-0.7184, -1.7153, 0.3607], [-1.6498, 1.1428, -0.0963], [1.4852, 0.2318, 0.8690], [1.3380, 0.5925, -0.9193]]}